Formula: C20H23
Source: the Open Molecules 2025 dataset
Level of theory: ωB97M-V/def2-TZVPD

Geometry as ORCA input:
```
! RIJCOSX wB97M-V def2-TZVPD def2/J DEFGRID3
* xyz 1 1
C 2.35525 2.04646 1.72929
C 2.13968 0.58282 1.72871
C 2.44688 -0.30535 0.75639
C 2.31275 -1.73770 1.20827
C 1.81960 -1.61211 2.68042
C 1.60127 -0.10848 2.96518
H 1.87610 2.47895 2.61496
H 3.42970 2.27084 1.79845
H 1.95842 2.55008 0.83865
H 2.83839 -0.08308 -0.23516
H 1.60090 -2.33159 0.61101
H 3.27830 -2.26934 1.17368
H 0.87736 -2.14133 2.80294
H 2.55222 -2.03201 3.37684
H 2.10986 0.24524 3.87091
H 0.52684 0.10172 3.09859
C 5.06897 -3.70185 -5.73493
C 4.14013 -2.77630 -5.02004
C 4.63836 -1.96819 -3.98592
C 3.79498 -1.14452 -3.26652
C 2.39706 -1.05404 -3.57725
C 1.59626 -0.26521 -2.72404
C 0.20070 -0.01610 -2.81049
C -0.30678 1.15387 -2.16768
C -1.64429 1.50180 -2.25227
C -2.52877 0.71220 -3.00642
C -2.06443 -0.45679 -3.62750
C -0.74820 -0.86921 -3.45431
C 1.94430 -1.76774 -4.73880
C 2.78577 -2.67179 -5.37138
H 4.52298 -4.36240 -6.41127
H 5.79127 -3.13230 -6.32936
H 5.65062 -4.31855 -5.04130
H 5.70282 -2.01262 -3.75233
H 4.18809 -0.53551 -2.44245
H 2.12945 0.28799 -1.95015
H 0.39737 1.76796 -1.59980
H -2.01117 2.37971 -1.72025
H -3.58141 0.98035 -3.06689
H -2.74342 -1.06642 -4.22659
H -0.43053 -1.86017 -3.77461
H 0.93897 -1.59111 -5.12049
H 2.40571 -3.31314 -6.17019
*
```

Results
frontier orbital gap: 5.3666 eV
energy relative to the best compared isomer or geometry (same formula, charge and spin): 0.158 eV
HOMO energy: -11.08 eV

Atom charges from the Mulliken analysis, given in e for atoms 1 to 8:
1 C -1.27
2 C 0.48
3 C -0.12
4 C -0.61
5 C -0.71
6 C -0.62
7 H 0.34
8 H 0.30

=====

Formula: C20H23AlBr2Cl2FKNO10
Source: the Open Molecules 2025 dataset
Level of theory: ωB97M-V/def2-TZVPD

Geometry as ORCA input:
```
! RIJCOSX wB97M-V def2-TZVPD def2/J DEFGRID3
* xyz 1 1
C 3.79918 -1.87201 2.43692
C 2.74231 -1.26077 1.36381
O 1.61521 -1.87455 1.29889
O 3.03432 -0.15804 0.50156
C 2.73620 1.12964 1.09489
C 1.22784 1.22657 1.60480
C 0.84980 1.79744 3.03648
C -0.69447 1.80555 3.41167
C -1.69504 1.25306 2.34587
C -1.32938 0.67382 0.94087
C 0.16834 0.69810 0.58493
C -2.59537 0.16208 0.13662
O -2.57290 -0.27986 -1.05940
N -3.70262 0.28722 1.12055
C -3.28532 1.10750 2.31714
O -4.19827 1.56607 3.05483
H 3.53988 -1.54586 3.50794
H 4.88726 -1.66150 2.13435
H 3.65561 -3.02107 2.35290
H 3.50132 1.46383 1.89945
H 2.83816 1.91537 0.24396
H 1.68078 2.15182 3.75104
H -1.07720 2.19085 4.41514
H 0.50168 0.31537 -0.44371
H -4.05967 -0.64012 1.43910
C 5.17512 -3.02205 -2.70591
C 4.27872 -4.10209 -2.10958
O 3.92715 -3.73711 -0.77570
O 6.33252 -2.86262 -1.90421
H 5.48764 -3.28356 -3.72130
H 4.65458 -2.05508 -2.72826
H 4.81096 -5.05353 -2.05225
H 3.36590 -4.23788 -2.69670
H 3.32706 -2.97816 -0.82702
H 6.04245 -2.97730 -0.97910
O -0.49611 -1.38094 -1.90167
H -1.23025 -0.81802 -1.51007
H -0.84442 -1.98558 -2.59519
H -0.00996 -1.87784 -1.19732
Cl -6.99416 6.63691 -2.37177
C -6.23931 5.29351 -1.57898
C -6.37234 5.06645 -0.20195
Cl -7.31035 6.09678 0.81593
C -5.73453 3.97595 0.38518
C -4.96968 3.11312 -0.39581
C -4.84304 3.33807 -1.77262
C -5.47956 4.42924 -2.35687
H -5.82941 3.79271 1.45050
H -4.47426 2.26943 0.06521
H -4.24363 2.66033 -2.39353
H -5.37243 4.59730 -3.42869
Br -3.97857 -2.14715 -0.62648
K 2.43323 -3.07859 -3.96615
C 6.45661 -5.04216 2.18761
O 6.60609 -3.90857 1.64424
O 5.60714 -5.82525 1.46805
O 6.94201 -5.52071 3.22388
H 5.47149 -5.12776 0.79881
F -3.75521 4.02702 -4.23006
Al -9.43983 7.14066 -2.75319
Br -4.86925 1.15396 -1.74964
*
```

Results
frontier orbital gap: 1.8343 eV
HOMO energy: -7.70 eV

Atom charges from the Mulliken analysis, given in e for atoms 1 to 8:
1 C -0.98
2 C 0.63
3 O -0.50
4 O -0.24
5 C -0.71
6 C 0.36
7 C -0.72
8 C -0.52

=====

Formula: C20H23AsClN2O3PtS
Source: the Open Molecules 2025 dataset
Level of theory: ωB97M-V/def2-TZVPD

Geometry as ORCA input:
```
! RIJCOSX wB97M-V def2-TZVPD def2/J DEFGRID3
* xyz -1 3
Pt -0.53805 -0.18806 0.69394
C -0.48672 -0.76711 2.69733
H 0.49160 -0.42479 3.04747
H -0.55134 -1.85070 2.76332
H -1.27857 -0.30269 3.28956
C 3.17594 3.57759 -0.87111
As 1.57666 2.47582 -0.89021
C 0.25504 3.66286 -1.72674
C 1.97457 1.15839 -2.25440
O 1.08359 2.18212 0.63477
H 3.43121 3.91226 -1.87711
H 3.98654 2.97760 -0.46041
H 3.00297 4.43949 -0.22852
H 0.44892 3.80334 -2.78993
H 0.30788 4.62574 -1.21670
H -0.75017 3.26618 -1.58557
H 1.74466 1.59069 -3.23077
H 1.41939 0.23784 -2.10635
H 3.03335 0.92877 -2.17364
O -0.38382 -3.28554 0.57758
C 0.74057 -2.78827 0.36391
N 0.99642 -1.41309 0.32444
C 2.33738 -1.14069 0.07479
O 2.86227 -0.00811 -0.05237
C 2.99375 -2.43223 -0.04675
C 4.32438 -2.76399 -0.28707
C 4.66753 -4.10188 -0.35928
C 3.69030 -5.11153 -0.20132
C 2.36596 -4.79390 0.04014
C 2.00845 -3.44960 0.11892
H 5.06871 -1.98423 -0.40755
H 5.69808 -4.38739 -0.54216
H 3.99008 -6.15172 -0.27459
H 1.61560 -5.56736 0.16040
S -3.16200 3.38895 1.51601
C -1.79276 2.33823 1.37618
N -2.08010 1.09647 1.12794
C -3.43590 0.87691 1.05744
C -4.06843 -0.35429 0.86402
C -5.44574 -0.38661 0.82595
C -6.21189 0.77162 0.99032
C -5.60128 1.99605 1.20242
C -4.21588 2.02839 1.23729
H -0.77768 2.70728 1.47064
H -3.46233 -1.24787 0.76588
H -5.94799 -1.33294 0.67283
H -7.29207 0.71290 0.96859
H -6.18603 2.89478 1.34707
Cl -0.75928 -1.51667 -2.37172
C -1.34802 -0.25161 -1.26846
H -2.43008 -0.35575 -1.26253
H -1.08565 0.70835 -1.72389
*
```

Results
frontier orbital gap (alpha / beta): 3.0659 / 6.3631 eV
HOMO energy (alpha / beta): -1.07 / -4.51 eV

Atom charges from the Mulliken analysis, given in e for atoms 1 to 8:
1 Pt -0.16
2 C -1.49
3 H 0.41
4 H 0.38
5 H 0.31
6 C -1.20
7 As 1.05
8 C -1.16

=====

Formula: C20H23AsN7PtSSe
Source: the Open Molecules 2025 dataset
Level of theory: ωB97M-V/def2-TZVPD

Geometry as ORCA input:
```
! RIJCOSX wB97M-V def2-TZVPD def2/J DEFGRID3
* xyz 1 1
Pt 0.19009 1.11679 0.54672
N 6.27469 1.31434 1.61701
C 4.94206 1.25707 1.40364
C 4.38614 0.37712 0.46011
C 3.02907 0.36191 0.26762
N 2.18508 1.16551 0.93678
C 2.70692 2.01252 1.83964
C 4.05069 2.09027 2.09843
H 6.88493 0.63067 1.20634
H 6.64423 1.85743 2.37685
H 5.01205 -0.29961 -0.10573
H 2.57550 -0.32017 -0.43879
H 2.00184 2.64383 2.36129
H 4.40840 2.78898 2.84216
C -1.74524 -3.03622 3.26808
As -1.83962 -1.55727 2.05221
C -3.11342 -0.32897 2.79209
C -2.42738 -2.28188 0.37595
S 0.14955 -0.74254 1.97444
H -2.73598 -3.48081 3.35348
H -1.41442 -2.67690 4.23986
H -1.03862 -3.76964 2.88659
H -4.11791 -0.73159 2.66670
H -3.03380 0.63056 2.28795
H -2.86937 -0.21006 3.84608
H -3.48338 -2.53893 0.44800
H -1.82378 -3.16539 0.17606
H -2.27900 -1.55000 -0.41220
C -0.38399 1.14218 -3.26707
N 0.95170 1.70473 -3.13095
C 1.36491 2.54328 -2.17315
Se 0.37619 3.21195 -0.72134
N 2.64528 2.85976 -2.42177
C 3.08710 2.21032 -3.56778
C 4.30484 2.20423 -4.23339
C 4.38367 1.41690 -5.36651
C 3.28975 0.66693 -5.82047
C 2.07761 0.67693 -5.15680
C 2.00186 1.46605 -4.01677
H -0.99939 1.50962 -2.45171
H -0.32754 0.05539 -3.22452
H -0.81340 1.45390 -4.21760
H 3.16714 3.49000 -1.83448
H 5.14645 2.79003 -3.89009
H 5.31060 1.38225 -5.92194
H 3.39713 0.07052 -6.71575
H 1.23206 0.10476 -5.51257
N -1.75690 1.14919 0.21146
C -2.87940 1.14710 -0.07856
C -4.23084 1.10142 -0.32459
C -4.80126 1.96625 -1.29306
N -5.25777 2.65576 -2.09473
C -4.96673 0.12554 0.39048
N -5.52379 -0.65229 1.03591
*
```

Results
frontier orbital gap: 7.5687 eV
energy relative to the best compared isomer or geometry (same formula, charge and spin): 0.000 eV
HOMO energy: -10.35 eV

Atom charges from the Mulliken analysis, given in e for atoms 1 to 8:
1 Pt 0.38
2 N -0.45
3 C 1.09
4 C -0.79
5 C -0.16
6 N -0.14
7 C -0.35
8 C -0.74

=====

Please write out number 4 again, unchanged.
Formula: C20H23AsN7PtSSe
Source: the Open Molecules 2025 dataset
Level of theory: ωB97M-V/def2-TZVPD

Geometry as ORCA input:
```
! RIJCOSX wB97M-V def2-TZVPD def2/J DEFGRID3
* xyz 1 1
Pt 0.19009 1.11679 0.54672
N 6.27469 1.31434 1.61701
C 4.94206 1.25707 1.40364
C 4.38614 0.37712 0.46011
C 3.02907 0.36191 0.26762
N 2.18508 1.16551 0.93678
C 2.70692 2.01252 1.83964
C 4.05069 2.09027 2.09843
H 6.88493 0.63067 1.20634
H 6.64423 1.85743 2.37685
H 5.01205 -0.29961 -0.10573
H 2.57550 -0.32017 -0.43879
H 2.00184 2.64383 2.36129
H 4.40840 2.78898 2.84216
C -1.74524 -3.03622 3.26808
As -1.83962 -1.55727 2.05221
C -3.11342 -0.32897 2.79209
C -2.42738 -2.28188 0.37595
S 0.14955 -0.74254 1.97444
H -2.73598 -3.48081 3.35348
H -1.41442 -2.67690 4.23986
H -1.03862 -3.76964 2.88659
H -4.11791 -0.73159 2.66670
H -3.03380 0.63056 2.28795
H -2.86937 -0.21006 3.84608
H -3.48338 -2.53893 0.44800
H -1.82378 -3.16539 0.17606
H -2.27900 -1.55000 -0.41220
C -0.38399 1.14218 -3.26707
N 0.95170 1.70473 -3.13095
C 1.36491 2.54328 -2.17315
Se 0.37619 3.21195 -0.72134
N 2.64528 2.85976 -2.42177
C 3.08710 2.21032 -3.56778
C 4.30484 2.20423 -4.23339
C 4.38367 1.41690 -5.36651
C 3.28975 0.66693 -5.82047
C 2.07761 0.67693 -5.15680
C 2.00186 1.46605 -4.01677
H -0.99939 1.50962 -2.45171
H -0.32754 0.05539 -3.22452
H -0.81340 1.45390 -4.21760
H 3.16714 3.49000 -1.83448
H 5.14645 2.79003 -3.89009
H 5.31060 1.38225 -5.92194
H 3.39713 0.07052 -6.71575
H 1.23206 0.10476 -5.51257
N -1.75690 1.14919 0.21146
C -2.87940 1.14710 -0.07856
C -4.23084 1.10142 -0.32459
C -4.80126 1.96625 -1.29306
N -5.25777 2.65576 -2.09473
C -4.96673 0.12554 0.39048
N -5.52379 -0.65229 1.03591
*
```

Results
frontier orbital gap: 7.5687 eV
energy relative to the best compared isomer or geometry (same formula, charge and spin): 0.000 eV
HOMO energy: -10.35 eV

Atom charges from the Mulliken analysis, given in e for atoms 1 to 8:
1 Pt 0.38
2 N -0.45
3 C 1.09
4 C -0.79
5 C -0.16
6 N -0.14
7 C -0.35
8 C -0.74

=====

Copy entry 4 word for word.
Formula: C20H23AsN7PtSSe
Source: the Open Molecules 2025 dataset
Level of theory: ωB97M-V/def2-TZVPD

Geometry as ORCA input:
```
! RIJCOSX wB97M-V def2-TZVPD def2/J DEFGRID3
* xyz 1 1
Pt 0.19009 1.11679 0.54672
N 6.27469 1.31434 1.61701
C 4.94206 1.25707 1.40364
C 4.38614 0.37712 0.46011
C 3.02907 0.36191 0.26762
N 2.18508 1.16551 0.93678
C 2.70692 2.01252 1.83964
C 4.05069 2.09027 2.09843
H 6.88493 0.63067 1.20634
H 6.64423 1.85743 2.37685
H 5.01205 -0.29961 -0.10573
H 2.57550 -0.32017 -0.43879
H 2.00184 2.64383 2.36129
H 4.40840 2.78898 2.84216
C -1.74524 -3.03622 3.26808
As -1.83962 -1.55727 2.05221
C -3.11342 -0.32897 2.79209
C -2.42738 -2.28188 0.37595
S 0.14955 -0.74254 1.97444
H -2.73598 -3.48081 3.35348
H -1.41442 -2.67690 4.23986
H -1.03862 -3.76964 2.88659
H -4.11791 -0.73159 2.66670
H -3.03380 0.63056 2.28795
H -2.86937 -0.21006 3.84608
H -3.48338 -2.53893 0.44800
H -1.82378 -3.16539 0.17606
H -2.27900 -1.55000 -0.41220
C -0.38399 1.14218 -3.26707
N 0.95170 1.70473 -3.13095
C 1.36491 2.54328 -2.17315
Se 0.37619 3.21195 -0.72134
N 2.64528 2.85976 -2.42177
C 3.08710 2.21032 -3.56778
C 4.30484 2.20423 -4.23339
C 4.38367 1.41690 -5.36651
C 3.28975 0.66693 -5.82047
C 2.07761 0.67693 -5.15680
C 2.00186 1.46605 -4.01677
H -0.99939 1.50962 -2.45171
H -0.32754 0.05539 -3.22452
H -0.81340 1.45390 -4.21760
H 3.16714 3.49000 -1.83448
H 5.14645 2.79003 -3.89009
H 5.31060 1.38225 -5.92194
H 3.39713 0.07052 -6.71575
H 1.23206 0.10476 -5.51257
N -1.75690 1.14919 0.21146
C -2.87940 1.14710 -0.07856
C -4.23084 1.10142 -0.32459
C -4.80126 1.96625 -1.29306
N -5.25777 2.65576 -2.09473
C -4.96673 0.12554 0.39048
N -5.52379 -0.65229 1.03591
*
```

Results
frontier orbital gap: 7.5687 eV
energy relative to the best compared isomer or geometry (same formula, charge and spin): 0.000 eV
HOMO energy: -10.35 eV

Atom charges from the Mulliken analysis, given in e for atoms 1 to 8:
1 Pt 0.38
2 N -0.45
3 C 1.09
4 C -0.79
5 C -0.16
6 N -0.14
7 C -0.35
8 C -0.74